107
Properties=species:S:1:pos:R:3 method="wB97M-V/def2-TZVPD" energy_ha=-9207.1882 fmax_ev_per_a=0.7 homo_energy_ev=-12.65 e_above_lowest_ev=0.000 total_charge=+2
Te 1.250 1.654 -4.397
As 2.960 0.566 4.977
As 0.036 0.542 2.738
Ti 0.096 -0.626 0.167
Cl 4.601 -2.181 -0.692
Cl 4.887 0.529 0.411
O -1.042 -1.410 -0.926
O 1.939 0.402 0.410
O 3.703 -2.076 2.392
O -0.033 -2.077 1.507
O -0.526 3.580 2.829
O 3.700 3.248 5.319
O 3.800 -2.789 4.480
O -2.556 -4.386 -2.625
O 2.399 4.428 3.919
O 1.721 -1.527 -0.522
O 1.104 3.894 1.390
O 1.018 -3.307 3.020
N -0.894 1.204 -0.481
C -2.698 0.106 -1.658
C 0.691 -2.162 2.542
C 0.569 3.274 2.427
C 0.278 -4.714 -2.617
C 1.222 2.058 3.050
C -1.240 0.728 4.185
C 2.354 -3.820 -3.439
C 4.808 0.558 4.337
C -2.170 0.848 -0.498
C -0.374 -3.546 -3.010
C 1.704 -2.666 -3.853
C -2.841 2.141 1.466
C 1.131 -0.968 3.253
C 3.332 -1.999 3.536
C -2.457 -2.048 -2.751
C -3.009 0.996 0.675
C 1.641 -4.843 -2.822
C 2.450 3.638 0.945
C 2.951 5.661 4.445
C -4.259 -0.532 -3.382
C -3.568 -1.735 -3.524
C -3.038 0.884 -6.607
C 0.707 -4.505 2.239
C -4.061 0.104 0.941
C -2.822 2.062 -5.906
C -0.846 0.111 -5.990
C 3.245 -2.741 5.810
C -2.052 -0.091 -6.649
C -4.735 1.487 2.784
C -1.620 2.269 -5.244
C -5.482 -0.238 -4.203
C -3.822 0.379 -2.421
C -4.902 0.340 2.009
C -1.838 -3.429 -2.783
C -2.029 -1.109 -1.831
C -0.351 1.698 -1.791
C 0.774 0.907 -2.429
C 3.941 -0.562 -0.600
C 2.490 -0.572 -0.175
C -0.631 1.286 -5.274
C 2.333 -0.909 3.846
C 2.224 2.057 3.923
C 2.851 3.314 4.465
C 0.341 -2.528 -3.632
C -3.713 2.388 2.510
H -4.360 1.308 -2.270
H 5.319 1.385 4.821
H 1.189 -4.425 1.268
H -2.060 2.848 1.224
H 5.273 -0.377 4.648
H 3.748 -1.974 6.397
H -5.419 1.684 3.600
H 0.563 -0.158 -2.534
H 2.526 2.643 0.518
H 2.467 6.452 3.885
H 1.117 -5.323 2.817
H 3.440 -3.715 6.246
H 2.171 -2.559 5.781
H -3.966 0.734 -7.145
H 4.857 0.646 3.255
H -1.604 1.751 4.160
H 4.028 5.675 4.297
H -1.178 1.791 -2.496
H 1.711 1.054 -1.894
H -0.066 -0.637 -6.057
H -3.927 -2.474 -4.230
H 2.151 -5.749 -2.519
H 3.416 -3.933 -3.612
H 3.160 3.754 1.757
H -4.199 -0.772 0.319
H -5.712 -1.060 -4.878
H -2.059 0.028 4.029
H 0.007 2.706 -1.572
H -0.300 -5.508 -2.163
H -3.578 2.838 -5.899
H 2.251 -1.880 -4.360
H -1.439 3.209 -4.738
H 3.950 -0.149 -1.611
H -2.207 -1.001 -7.214
H 2.643 4.393 0.190
H -5.341 0.664 -4.798
H -0.179 -1.643 -3.979
H -6.347 -0.076 -3.559
H -5.704 -0.351 2.231
H -0.370 -4.595 2.133
H -3.600 3.288 3.100
H 2.724 5.737 5.505
H -0.734 0.524 5.127